[1]
Computed, not measured: a structure of composition C53H56BrGeMnN4O5Se, with wB97M-V/def2-TZVPD.

Computed properties:
M   1115.5 g mol⁻¹
HOMO energy (alpha / beta)   -0.1765 / -0.1791 Eh
Energy above the lowest of the compared OMol25 structures with the same formula, charge and spin   97.8 kJ/mol
Gap between HOMO and LUMO (alpha / beta)   6.97 / 7.03 eV

Structure (ORCA input):
```
! wB97M-V def2-TZVPD RIJCOSX def2/J DEFGRID3
* xyz -1 6
Mn -0.85 -0.10 -0.16
C -2.73 -2.17 -2.71
O -2.04 -2.40 -1.50
C -0.92 -3.18 -1.55
C -0.56 -4.01 -2.61
C 0.60 -4.76 -2.53
C 1.42 -4.69 -1.41
C 1.07 -3.86 -0.36
C -0.09 -3.12 -0.42
N -0.47 -2.17 0.55
N -0.12 -2.45 1.72
C -0.44 -1.59 2.75
C -1.41 -0.56 2.66
O -1.96 -0.16 1.57
C -1.79 0.08 3.89
C -1.19 -0.20 5.07
C -0.14 -1.16 5.16
C 0.53 -1.40 6.37
C 1.55 -2.30 6.44
C 1.94 -2.99 5.28
C 1.30 -2.78 4.09
C 0.23 -1.87 4.00
H -2.07 -1.72 -3.46
H -3.53 -1.47 -2.46
H -3.17 -3.09 -3.10
H -1.17 -4.06 -3.50
H 0.88 -5.40 -3.36
H 2.34 -5.26 -1.36
H 1.72 -3.72 0.50
H -2.58 0.83 3.80
H -1.49 0.33 5.97
H 0.22 -0.84 7.25
H 2.08 -2.48 7.37
H 2.77 -3.69 5.32
H 1.62 -3.29 3.19
O -0.75 2.37 0.55
H -1.20 2.25 1.40
H 0.13 1.95 0.70
Br -0.08 0.13 -2.47
O 2.36 -1.19 1.62
C 1.76 -0.12 1.73
O 0.99 0.37 0.83
C 2.00 0.75 2.97
C 3.07 1.80 2.65
Ge 4.67 1.04 1.79
C 6.11 2.37 2.06
C 7.44 1.96 1.99
C 8.48 2.87 2.15
C 8.19 4.21 2.40
C 6.87 4.63 2.48
C 5.85 3.71 2.31
C 5.26 -0.57 2.72
C 5.39 -0.54 4.11
C 5.77 -1.67 4.82
C 6.04 -2.85 4.14
C 5.92 -2.89 2.76
C 5.53 -1.76 2.06
C 4.50 0.76 -0.14
C 3.67 -0.23 -0.67
C 3.54 -0.38 -2.04
C 4.23 0.46 -2.90
C 5.06 1.45 -2.39
C 5.19 1.60 -1.02
H 2.34 0.10 3.78
H 1.07 1.23 3.27
H 3.40 2.29 3.56
H 2.66 2.58 2.00
H 7.68 0.92 1.80
H 9.51 2.54 2.10
H 9.00 4.92 2.54
H 6.64 5.67 2.67
H 4.82 4.05 2.37
H 5.18 0.38 4.65
H 5.86 -1.63 5.90
H 6.33 -3.74 4.68
H 6.11 -3.81 2.22
H 5.40 -1.81 0.98
H 3.11 -0.88 -0.01
H 2.86 -1.13 -2.43
H 4.12 0.34 -3.98
H 5.60 2.11 -3.06
H 5.83 2.38 -0.63
C -1.57 2.25 -6.62
C -1.96 3.00 -5.34
C -3.26 2.52 -4.72
C -3.14 1.09 -4.21
N -4.34 0.64 -3.52
C -4.55 0.75 -2.18
Se -3.41 1.56 -1.01
N -5.74 0.15 -1.91
C -6.29 -0.06 -0.58
C -7.47 0.87 -0.29
C -7.07 2.32 -0.04
C -6.36 2.52 1.29
C -6.30 -0.33 -3.08
C -7.47 -1.03 -3.33
C -7.73 -1.38 -4.65
C -6.84 -1.05 -5.67
C -5.66 -0.36 -5.42
C -5.41 -0.01 -4.11
H -0.69 2.70 -7.08
H -2.39 2.28 -7.35
H -1.33 1.21 -6.41
H -2.04 4.07 -5.56
H -1.16 2.90 -4.60
H -4.08 2.59 -5.44
H -3.52 3.15 -3.87
H -2.32 1.02 -3.49
H -2.94 0.38 -5.01
H -5.48 0.10 0.12
H -6.60 -1.11 -0.52
H -8.00 0.48 0.58
H -8.17 0.82 -1.13
H -7.97 2.94 -0.08
H -6.42 2.66 -0.85
H -6.97 2.17 2.12
H -6.15 3.58 1.46
H -5.40 2.00 1.31
H -8.16 -1.28 -2.53
H -8.63 -1.92 -4.88
H -7.08 -1.35 -6.69
H -4.98 -0.11 -6.22
*
```

[2]
Computed, not measured: a structure of composition C26H58IrP4S in a non-equilibrium geometry, with wB97M-V/def2-TZVPD.

Computed properties:
M   718.9 g mol⁻¹
HOMO energy (alpha / beta)   -0.5527 / -0.6090 Eh
Energy above the lowest of the compared OMol25 structures with the same formula, charge and spin   0.0 kJ/mol
Gap between HOMO and LUMO (alpha / beta)   7.83 / 5.37 eV

Structure (ORCA input):
```
! wB97M-V def2-TZVPD RIJCOSX def2/J DEFGRID3
* xyz 3 5
Ir 0.08 0.69 -2.36
P 1.97 1.18 -0.33
P -1.59 1.66 -1.16
P 0.68 1.77 -4.25
H -0.75 -3.00 0.74
C -0.44 -3.78 0.02
C 0.84 -3.88 -0.38
H 1.62 -3.29 0.11
C 1.69 0.16 1.16
C 1.96 2.91 0.26
C 3.76 0.90 -0.62
C -3.30 0.98 -1.35
C -1.44 1.47 0.66
C -1.75 3.46 -1.42
C 1.88 0.81 -5.23
C 1.55 3.37 -4.06
C -0.61 2.16 -5.49
H -1.24 -4.41 -0.39
H 1.12 -4.53 -1.23
H 1.94 -0.88 0.94
H 0.64 0.19 1.47
H 2.31 0.53 1.99
H 0.99 3.20 0.66
H 2.20 3.58 -0.58
H 2.73 3.05 1.04
H 3.95 -0.18 -0.68
H 4.36 1.33 0.19
H 4.07 1.37 -1.57
H -3.99 1.55 -0.71
H -3.33 -0.07 -1.04
H -3.64 1.06 -2.39
H -2.31 1.93 1.16
H -0.53 1.94 1.04
H -1.44 0.40 0.92
H -2.71 3.81 -1.02
H -1.70 3.68 -2.49
H -0.94 3.99 -0.90
H 1.88 1.16 -6.27
H 1.61 -0.26 -5.21
H 2.88 0.94 -4.80
H 1.62 3.86 -5.04
H 2.56 3.19 -3.67
H 1.00 4.02 -3.36
H -0.55 1.44 -6.32
H -0.44 3.17 -5.88
H -1.61 2.10 -5.04
C -0.92 -1.79 -4.65
C -1.81 -1.92 -5.75
C -1.57 -2.85 -6.75
C -0.38 -3.60 -6.72
C 0.55 -3.42 -5.70
C 0.29 -2.52 -4.67
S -1.41 -0.88 -3.27
H 1.16 1.83 -1.93
H -2.72 -1.32 -5.75
H -2.31 -3.02 -7.54
H -0.18 -4.31 -7.52
H 1.48 -3.99 -5.68
H 0.96 -2.41 -3.83
C -2.21 -0.12 5.21
C -1.47 -1.46 5.06
C -2.15 -2.60 5.81
P -1.10 -1.87 3.29
C 0.32 -3.12 3.36
C 1.19 -3.03 4.62
C -0.02 -4.59 3.15
C -2.71 -2.49 2.52
C -3.17 -3.89 2.92
C -3.86 -1.47 2.66
H -3.27 -0.20 4.93
H -1.74 0.67 4.61
H -2.17 0.19 6.26
H -0.47 -1.31 5.50
H -1.68 -3.57 5.63
H -2.08 -2.40 6.89
H -3.22 -2.66 5.57
H 0.92 -2.78 2.50
H 0.69 -3.52 5.47
H 2.12 -3.58 4.43
H 1.45 -2.00 4.89
H -0.66 -4.76 2.29
H 0.93 -5.12 2.96
H -0.47 -5.04 4.05
H -2.44 -2.52 1.45
H -3.15 -4.04 4.01
H -4.21 -4.02 2.60
H -2.58 -4.67 2.45
H -3.56 -0.45 2.41
H -4.66 -1.75 1.96
H -4.30 -1.49 3.67
*
```

[3]
Computed, not measured: a structure of composition C8H23F6NO5PTi in a non-equilibrium geometry, with wB97M-V/def2-TZVPD.

Computed properties:
M   406.1 g mol⁻¹
HOMO energy (alpha / beta)   -0.1574 / -0.3688 Eh
Energy above the lowest of the compared OMol25 structures with the same formula, charge and spin   49.1 kJ/mol
Gap between HOMO and LUMO (alpha / beta)   4.19 / 9.70 eV

Structure (ORCA input):
```
! wB97M-V def2-TZVPD RIJCOSX def2/J DEFGRID3
* xyz 0 4
Ti 0.34 -0.24 -0.60
P 3.38 0.00 0.83
F 4.26 1.32 0.85
F 2.14 0.76 1.54
F 2.77 0.34 -0.63
F 2.46 -1.38 0.79
F 4.56 -0.84 0.11
F 3.95 -0.44 2.30
C 1.68 -0.14 -3.75
O 0.50 0.34 -3.12
C 0.21 1.71 -3.31
C -0.78 2.14 -2.25
N -0.15 2.06 -0.92
C -1.08 2.48 0.15
C -2.16 1.45 0.51
O -1.64 0.15 0.23
C -2.69 -0.81 0.22
H 1.82 -1.18 -3.46
H 2.54 0.38 -3.32
H 1.62 0.06 -4.82
H -0.21 1.89 -4.31
H 1.12 2.31 -3.20
H -1.75 1.67 -2.33
H -0.99 3.22 -2.41
H 0.60 2.74 -0.85
H -1.49 3.48 -0.04
H -0.43 2.51 1.03
H -3.14 1.62 0.06
H -2.33 1.47 1.59
H -2.27 -1.81 0.12
H -3.33 -0.69 -0.66
H -3.29 -0.75 1.13
C -1.35 -2.21 3.44
C -0.23 -1.55 2.67
O 0.95 -1.67 3.44
O -1.63 -1.46 4.61
H -1.10 -3.25 3.71
H -2.24 -2.40 2.83
H -0.45 -0.49 2.51
H -0.11 -2.11 1.73
H 1.64 -1.14 3.02
H -0.80 -1.32 5.08
O -0.14 -2.38 -1.44
H -0.92 -2.58 -1.97
H 0.16 -3.24 -1.09
*
```

[4]
Computed, not measured: a cluster of 2 separate species, ClH3O3P in total in a non-equilibrium geometry, with wB97M-V/def2-TZVPD.

Computed properties:
M   117.4 g mol⁻¹
HOMO energy (alpha / beta)   -0.6189 / -0.5931 Eh
Energy above the lowest of the compared OMol25 structures with the same formula, charge and spin   408.7 kJ/mol
Gap between HOMO and LUMO (alpha / beta)   8.43 / 7.57 eV

Structure (ORCA input):
```
! wB97M-V def2-TZVPD RIJCOSX def2/J DEFGRID3
* xyz 1 1
O -1.33 -0.32 -0.63
O 1.19 -0.51 -0.66
O 0.18 0.59 1.28
P 0.02 0.42 -0.29
Cl -0.25 3.60 0.25
H -1.77 0.23 -1.29
H 2.09 -0.37 -0.64
H -0.19 1.34 1.64
*
```

[5]
Computed, not measured: a structure of composition C7H4IrNO8SbSe5, with wB97M-V/def2-TZVPD.

Computed properties:
M   938.9 g mol⁻¹
HOMO energy (alpha / beta)   -0.0552 / -0.0536 Eh
Energy above the lowest of the compared OMol25 structures with the same formula, charge and spin   95.9 kJ/mol
Gap between HOMO and LUMO (alpha / beta)   5.01 / 4.74 eV

Structure (ORCA input):
```
! wB97M-V def2-TZVPD RIJCOSX def2/J DEFGRID3
* xyz -2 2
Ir 1.07 0.65 -0.43
O -1.12 -1.23 3.29
C -0.56 -0.59 2.24
O 0.30 0.22 2.37
C -1.18 -1.02 0.94
C -2.31 -1.81 0.94
C -2.89 -2.17 -0.27
C -2.32 -1.72 -1.44
C -1.18 -0.94 -1.36
N -0.62 -0.60 -0.21
C -0.49 -0.42 -2.61
O -0.94 -0.73 -3.70
O 0.55 0.29 -2.37
H -0.65 -0.89 4.07
H -2.72 -2.13 1.88
H -3.78 -2.79 -0.28
H -2.71 -1.95 -2.42
Se 5.35 -0.62 2.68
Sb 4.75 0.12 0.44
Se 2.66 2.18 0.30
Se 2.48 -1.28 -0.17
Se 6.01 -0.88 -1.37
O -1.16 4.62 0.06
Se 0.03 3.72 -0.55
O 1.35 3.73 0.51
O -0.44 2.10 -0.50
O 0.52 4.12 -2.03
*
```

[6]
Computed, not measured: a cluster of 4 separate species, C34H51F6N2O16 in total in a non-equilibrium geometry, with wB97M-V/def2-TZVPD.

Computed properties:
M   857.8 g mol⁻¹
HOMO energy   -0.1819 Eh
Gap between HOMO and LUMO   6.46 eV

Structure (ORCA input):
```
! wB97M-V def2-TZVPD RIJCOSX def2/J DEFGRID3
* xyz -1 1
C 6.32 4.25 4.27
N 5.52 5.49 4.52
C 4.90 6.03 3.26
C 4.00 4.86 2.65
C 3.04 3.94 3.49
C 2.21 2.77 2.82
C 1.23 1.84 3.72
O 1.67 1.09 4.66
O -0.14 1.88 3.51
C 2.34 2.51 1.27
C 1.55 1.30 0.53
O 0.43 1.46 0.02
C 2.35 -0.12 0.54
F 1.67 -0.96 1.48
F 3.66 0.09 1.07
C 2.35 -0.83 -0.90
F 2.17 0.07 -1.99
F 1.18 -1.68 -0.92
C 3.61 -1.78 -1.20
F 3.79 -2.69 -0.14
F 3.28 -2.52 -2.39
C 4.98 -1.01 -1.51
O 5.87 -1.08 -0.62
O 5.27 -0.31 -2.71
C 3.25 3.44 0.45
C 4.06 4.58 1.13
C 4.89 5.25 -0.05
O 5.99 5.85 -0.04
N 4.03 4.93 -1.22
C 3.61 3.51 -1.10
O 3.55 2.64 -2.01
H 7.31 4.36 4.87
H 6.66 4.12 3.17
H 5.82 3.29 4.65
H 6.20 6.18 4.87
H 4.37 7.02 3.40
H 5.79 6.16 2.52
H 2.97 4.11 4.62
H 6.05 -0.78 -3.11
H 4.44 5.15 -2.15
C -1.73 -3.24 -0.33
O -1.78 -4.01 -1.51
C -0.57 -4.73 -1.74
C -0.79 -5.83 -2.77
O -1.37 -7.01 -2.22
C -2.76 -6.93 -1.91
C -3.64 -6.98 -3.15
O -3.73 -5.69 -3.75
C -4.22 -5.75 -5.08
H -0.91 -2.52 -0.37
H -2.68 -2.71 -0.23
H -1.61 -3.89 0.55
H -0.21 -5.17 -0.80
H 0.17 -4.01 -2.11
H 0.19 -6.13 -3.15
H -1.36 -5.47 -3.63
H -2.98 -6.06 -1.29
H -2.97 -7.82 -1.31
H -4.66 -7.28 -2.87
H -3.23 -7.70 -3.87
H -3.53 -6.31 -5.71
H -4.28 -4.73 -5.46
H -5.22 -6.20 -5.10
C -3.05 -1.93 -6.05
O -3.91 -1.75 -7.17
C -4.78 -0.64 -6.99
C -5.40 -0.23 -8.33
O -4.54 0.59 -9.12
C -3.45 -0.09 -9.74
C -3.88 -0.92 -10.94
O -4.38 -2.18 -10.51
C -5.12 -2.84 -11.53
H -3.64 -2.10 -5.14
H -2.43 -2.81 -6.24
H -2.40 -1.06 -5.93
H -4.23 0.21 -6.57
H -5.58 -0.94 -6.30
H -6.28 0.39 -8.12
H -5.75 -1.10 -8.90
H -2.87 -0.67 -9.02
H -2.79 0.71 -10.11
H -3.01 -1.11 -11.59
H -4.65 -0.38 -11.51
H -6.00 -2.25 -11.79
H -5.45 -3.80 -11.15
H -4.49 -3.00 -12.42
C -1.65 0.40 7.81
O -0.77 1.07 8.69
C 0.58 1.03 8.23
C 1.43 2.06 8.97
O 1.30 3.38 8.44
C 0.08 4.05 8.76
C 0.02 4.54 10.21
O -0.36 3.48 11.07
C -0.08 3.77 12.43
H -1.36 -0.65 7.69
H -2.65 0.45 8.23
H -1.66 0.91 6.84
H 0.62 1.24 7.15
H 0.97 0.02 8.42
H 2.48 1.79 8.83
H 1.24 2.04 10.05
H -0.79 3.44 8.50
H 0.06 4.93 8.11
H -0.72 5.33 10.30
H 1.01 4.92 10.50
H 1.00 3.88 12.57
H -0.43 2.93 13.04
H -0.60 4.68 12.75
*
```